Entry 1:
# C45H41AsF6GaSb3

A molecular structure, C45H41AsF6GaSb3 at a distorted geometry (ωB97M-V/def2-TZVPD, the Open Molecules 2025 dataset).

Values from the calculation:
Charge: +3
2S+1: 2
Electronic energy (eV): -196437.6664
Orbital gap (spin up / spin down) (eV): 7.39 / 6.11
Relative energy (zero: lowest compared OMol25 entry of this formula, charge and spin) (kJ/mol): 53.42

The geometry in XYZ format:
```
97
C45H41AsF6GaSb3 (ωB97M-V/def2-TZVPD)
Ga 0.2374 -0.4173 0.9873
C 3.2733 -1.4346 -1.9395
C 3.3570 -0.2663 -2.9080
C 3.9970 1.0309 -2.4350
Sb 2.9090 2.4303 -1.2454
C 3.5686 4.3567 -1.7283
C 4.3609 5.1033 -0.8667
C 4.7951 6.3534 -1.2826
C 4.4379 6.8345 -2.5330
C 3.6414 6.0793 -3.3818
C 3.1909 4.8309 -2.9824
C 0.8657 2.1873 -1.6629
C 0.4381 1.7450 -2.9144
C -0.9196 1.6713 -3.1921
C -1.8478 2.0351 -2.2294
C -1.4286 2.4868 -0.9862
C -0.0729 2.5596 -0.6983
Sb 1.4726 -1.8706 -0.8451
C 0.0135 -2.0340 -2.3516
C 0.3691 -2.1559 -3.6918
C -0.6037 -2.3670 -4.6570
C -1.9362 -2.4668 -4.2857
C -2.2935 -2.3612 -2.9492
C -1.3230 -2.1389 -1.9840
C 1.7947 -3.8321 -0.1894
C 1.9811 -4.1751 1.1460
C 2.1956 -5.5065 1.4731
C 2.2246 -6.4740 0.4806
C 2.0353 -6.1251 -0.8479
C 1.8142 -4.8011 -1.1919
H 4.1141 -1.4811 -1.2465
H 3.2740 -2.3797 -2.4919
H 2.3887 -0.1034 -3.3748
H 4.0156 -0.5973 -3.7182
H 4.2599 1.6452 -3.3013
H 4.9259 0.8629 -1.8882
H 4.6502 4.7273 0.1064
H 5.4163 6.9498 -0.6296
H 4.7819 7.8092 -2.8505
H 3.3661 6.4633 -4.3539
H 2.5530 4.2591 -3.6466
H 1.1436 1.4803 -3.6897
H -1.2503 1.3454 -4.1681
H -2.9034 1.9926 -2.4594
H -2.1558 2.8089 -0.2548
H 0.2483 2.9659 0.2567
H 1.4051 -2.1145 -4.0033
H -0.3199 -2.4738 -5.6946
H -2.6931 -2.6496 -5.0352
H -3.3301 -2.4833 -2.6646
H -1.6209 -2.1152 -0.9349
H 1.9814 -3.4302 1.9258
H 2.3521 -5.7860 2.5052
H 2.3983 -7.5084 0.7425
H 2.0571 -6.8835 -1.6175
H 1.6469 -4.5455 -2.2326
F 1.5708 0.9665 1.1612
As 2.6087 0.4461 2.6938
F 3.9680 0.9927 1.8478
F 2.6900 -1.0975 1.8188
F 3.3800 -0.1691 4.0474
F 0.9897 -0.2119 3.1219
F 2.2113 1.9573 3.3312
C -6.0535 0.9097 -0.6263
C -5.7330 1.6814 0.4787
C -4.5812 1.4110 1.2069
C -3.7638 0.3533 0.8133
C -4.0788 -0.4210 -0.2998
C -5.2281 -0.1369 -1.0195
Sb -2.1451 -0.0578 2.0523
C -1.9503 1.4482 3.4758
C -2.6211 1.3169 4.6881
C -2.4892 2.3151 5.6434
C -1.6897 3.4196 5.3884
C -1.0187 3.5405 4.1785
C -1.1410 2.5506 3.2174
C -2.2460 -2.0001 2.8253
C -1.3857 -2.4006 3.8468
C -1.3892 -3.7289 4.2465
C -2.2323 -4.6419 3.6291
C -3.0898 -4.2356 2.6180
C -3.1014 -2.9098 2.2082
H -6.9543 1.1215 -1.1855
H -6.3792 2.4938 0.7794
H -4.3327 2.0267 2.0640
H -3.4336 -1.2295 -0.6130
H -5.4875 -0.7328 -1.8841
H -3.2472 0.4569 4.8982
H -3.0109 2.2271 6.5860
H -1.5857 4.1900 6.1387
H -0.3993 4.4059 3.9891
H -0.6094 2.6530 2.2762
H -0.7468 -1.6889 4.3559
H -0.7465 -4.0456 5.0566
H -2.2337 -5.6739 3.9509
H -3.7645 -4.9455 2.1617
H -3.8018 -2.5925 1.4454
```

Atom charges from the Löwdin analysis, given in e for atoms 1 to 5:
1. Ga 0.494
2. C -0.280
3. C -0.337
4. C -0.317
5. Sb 1.768

---

Entry 2:
# C3H7FO2

2 unconnected molecules or ions with the total composition C3H7FO2 at a distorted geometry (ωB97M-V/def2-TZVPD, the Open Molecules 2025 dataset).

Values from the calculation:
SMILES: C[C@H](O)F.C=O
Electronic energy (eV): -10035.5203
Orbital gap (eV): 11.24
Relative energy (zero: lowest compared OMol25 entry of this formula, charge and spin) (kJ/mol): 76.89

The geometry in XYZ format:
```
13
C3H7FO2 (ωB97M-V/def2-TZVPD)
C -1.5314 -1.3919 1.5337
C -0.6207 -0.5048 0.7682
O -1.1273 -0.1648 -0.3670
F 0.6747 -1.1394 0.4623
H -0.9616 -1.7140 2.4172
H -2.3990 -0.7079 1.7103
H -1.9693 -2.3541 1.1892
H -0.2204 0.3505 1.3901
H -0.5584 0.4243 -0.8214
C 1.1486 2.0813 -2.2655
O 0.0205 2.2933 -2.0182
H 1.7468 2.5289 -3.0939
H 1.8759 1.5167 -1.5451
```

Atom charges from the Löwdin analysis, given in e for atoms 1 to 5:
1. C -0.029
2. C -0.519
3. O 0.083
4. F -0.087
5. H 0.086